[1]
Below is a single C2H6N4O molecule in a non-equilibrium geometry, with properties calculated with ωB97M-V with the def2-TZVPD basis set.

```
13
Properties=species:S:1:pos:R:3:forces:R:3
H 1.63386 -1.33689 1.93254 -0.1 0.2 0.2
N 0.82070 -0.71185 1.92142 -0.3 -0.3 -1.2
C 0.41530 -0.60746 0.69602 1.0 1.1 -0.1
C -0.75512 0.25448 0.36598 0.4 -0.8 -1.9
N -0.86148 0.59647 -0.89716 0.1 -0.7 2.8
N -2.06513 1.08695 -1.25609 -1.0 1.3 -0.5
N 1.14727 -1.02156 -0.42523 -1.1 -0.5 0.7
O 2.52332 -0.75446 -0.37006 0.3 -0.2 0.2
H -1.45120 0.50816 1.17601 -0.1 -0.1 -0.5
H -1.97741 2.01613 -1.67023 -0.1 -0.5 -0.2
H -2.79531 1.07614 -0.54368 0.3 0.1 0.1
H 0.72688 -0.91177 -1.35327 0.6 0.6 0.7
H 2.63833 -0.19434 0.42376 -0.1 -0.1 -0.5
```
Positions in Å, forces in eV/Å.

Total charge   0
Relative energy (zero: lowest compared OMol25 entry of this formula, charge and spin)   101.8 kcal per mole
SMILES   [H]/N=C(/C=N/N)NO
E_HOMO   -8.764 eV

Partial charges, Löwdin, in e:
1 H 0.05
2 N 0.11
3 C -0.43
4 C -0.08
5 N -0.06
6 N -0.01
7 N -0.05
8 O -0.05
9 H 0.12
10 H 0.10
11 H 0.08
12 H 0.12
13 H 0.09

***

[2]
Below is a molecular structure, C36H23Cl2N2PS3Sn in a non-equilibrium geometry, with properties calculated with ωB97M-V with the def2-TZVPD basis set.

```
68
Properties=species:S:1:pos:R:3:forces:R:3
Sn -2.02825 -0.50113 -0.99855 1.2 -0.1 0.9
C 3.30629 -3.34513 3.77869 -1.2 0.5 -1.9
C 1.90690 -3.46934 3.66088 0.5 -0.1 1.1
C 1.19646 -2.66550 2.81437 1.2 0.9 -0.9
C 1.86128 -1.76363 1.93839 0.2 -0.3 -0.5
C 3.24849 -1.78395 1.91546 1.3 -0.6 0.9
C 3.97398 -2.54531 2.87209 0.8 0.0 -0.4
P 0.82238 -0.64456 0.83287 0.2 -0.5 0.8
C 2.12521 0.51482 0.27545 0.1 0.0 1.0
C 2.33680 1.75813 0.87468 -2.1 0.6 0.9
C 3.38698 2.53095 0.53260 1.7 0.9 -1.0
C 4.34428 2.02561 -0.35132 0.1 0.4 0.2
C 4.18035 0.76607 -0.92435 1.6 0.9 -0.9
C 3.06025 0.03011 -0.63392 -0.5 0.1 1.0
C 0.15296 0.29224 2.29386 -0.3 0.4 -1.1
C 0.97575 0.54179 3.34817 0.7 -0.3 1.4
C 0.54432 1.30421 4.47254 -0.9 0.1 -1.2
C -0.70600 1.86029 4.41355 0.5 -0.5 0.6
C -1.56188 1.65277 3.31717 -0.4 0.1 -1.1
C -2.83305 2.22999 3.25231 -1.2 0.5 0.0
C -3.65503 2.03138 2.16730 -1.1 0.6 0.9
C -3.23034 1.31075 1.06803 -0.2 -1.1 -1.4
C -1.98066 0.71914 1.00280 -0.5 0.1 -0.2
C -1.15501 0.89216 2.18961 0.9 -0.9 -0.8
H 3.85531 -4.00647 4.36136 0.8 -1.0 1.3
H 1.38287 -4.16581 4.31821 0.1 0.1 -0.2
H 0.14408 -2.68766 2.77968 -1.2 -0.2 0.0
H 3.90575 -1.25944 1.21882 -0.8 0.2 0.1
H 5.11416 -2.58550 2.85358 -1.7 0.3 0.0
H 1.66122 2.24925 1.62528 0.3 -1.1 -0.9
H 3.48020 3.56596 0.89069 0.0 -0.6 0.1
H 5.21826 2.65801 -0.51679 -0.1 -0.4 -0.4
H 4.96162 0.43440 -1.65238 -0.9 0.0 0.8
H 2.94785 -0.99056 -0.91562 0.0 -0.5 -0.8
H 1.97742 0.07801 3.36937 -0.6 0.4 0.0
H 1.11425 1.49771 5.35584 0.7 -0.2 0.2
H -1.06065 2.39317 5.28747 -0.2 0.2 -0.1
H -3.16272 2.83951 4.08245 -0.1 0.0 0.2
H -4.71573 2.36375 2.10939 0.9 0.2 0.5
H -4.00057 1.14852 0.25697 1.2 0.3 0.9
S -3.93150 -4.69044 0.35249 -0.1 -0.1 -0.2
C -3.20439 -3.23255 -0.03034 -0.5 -0.5 0.7
S -1.84940 -2.63301 0.74509 1.1 0.3 0.4
S -3.89093 -2.13483 -1.16286 -0.7 0.1 -0.9
Cl 1.16288 1.63035 -3.60891 0.5 -0.1 -0.1
C 1.64495 -0.03336 -3.32533 -0.5 -0.4 0.1
C 2.88110 -0.49817 -3.70262 -0.4 -1.7 0.6
C 3.22897 -1.86448 -3.48085 -1.3 0.9 0.9
C 2.25523 -2.67804 -2.89003 1.2 -0.1 0.0
C 1.03003 -2.20109 -2.53494 -0.9 -0.6 -0.4
Cl -0.21847 -3.38942 -2.20328 0.1 0.1 0.3
C 0.62180 -0.84915 -2.64773 0.2 0.9 0.0
N -0.47372 -0.28873 -2.22896 -0.3 0.3 0.1
H 3.65366 0.13405 -4.04226 0.5 1.0 -0.5
H 4.24031 -2.18957 -3.42559 0.7 -0.1 -0.5
H 2.50330 -3.69292 -2.58808 -0.1 0.0 -0.3
N -6.51437 3.44036 -5.64598 -0.8 0.5 -0.5
C -5.81042 2.88695 -4.93500 1.6 -0.6 0.1
C -4.85250 2.17142 -4.11583 -0.9 0.7 0.5
C -3.48631 2.17199 -4.29168 0.9 -0.5 0.6
C -2.67291 1.48295 -3.37909 -1.0 0.4 0.1
C -3.21894 0.83085 -2.24955 0.0 0.2 -0.5
C -4.60316 0.84862 -2.09451 -0.4 0.7 -1.4
C -5.40372 1.55115 -3.00773 0.9 -0.9 0.2
H -3.01809 2.69498 -5.09514 0.1 0.2 -0.6
H -1.61721 1.47219 -3.57266 0.4 -0.2 0.2
H -5.09344 0.23551 -1.36501 -0.1 0.0 0.5
H -6.45853 1.54968 -3.01066 -1.1 -0.2 0.6
```
Positions in Å, forces in eV/Å.

Total charge   -2
Relative energy (zero: lowest compared OMol25 entry of this formula, charge and spin)   15.7 kcal per mole
E_HOMO   -1.593 eV

Partial charges, Löwdin, in e:
1 Sn 0.84
2 C -0.12
3 C -0.09
4 C -0.10
5 C -0.34
6 C -0.09
7 C -0.10
8 P 1.10
9 C -0.33
10 C -0.10
11 C -0.12
12 C -0.10
13 C -0.09
14 C -0.15
15 C -0.32
16 C -0.12
17 C -0.07
18 C -0.06
19 C -0.20
20 C -0.06
21 C -0.10
22 C -0.17
23 C -0.16
24 C -0.17
25 H 0.06
26 H 0.10
27 H 0.05
28 H 0.09
29 H 0.11
30 H 0.12
31 H 0.10
32 H 0.09
33 H 0.12
34 H 0.09
35 H 0.11
36 H 0.08
37 H 0.10
38 H 0.10
39 H 0.11
40 H 0.08
41 S 0.34
42 C -1.87
43 S 0.42
44 S 0.47
45 Cl 0.62
46 C -0.60
47 C -0.18
48 C -0.15
49 C -0.19
50 C -0.63
51 Cl 0.65
52 C -0.56
53 N -0.17
54 H 0.07
55 H 0.06
56 H 0.09
57 N 0.12
58 C -0.20
59 C -0.26
60 C -0.04
61 C -0.08
62 C -0.28
63 C -0.17
64 C -0.05
65 H 0.10
66 H 0.04
67 H 0.04
68 H 0.09

***

[3]
Below is a molecular structure, C27H47Cl2N4O6SiTi in a non-equilibrium geometry, with properties calculated with ωB97M-V with the def2-TZVPD basis set.

```
88
Properties=species:S:1:pos:R:3:forces:R:3
C -1.13723 -0.01722 -5.35672 0.2 0.1 -0.4
C -0.49360 -0.73036 -4.20298 0.2 -0.5 0.0
H -1.35978 -0.73915 -6.15399 0.1 0.3 0.1
H -0.49861 0.77372 -5.77766 -0.3 -0.1 0.1
H -2.09615 0.40884 -5.05199 0.3 0.1 -0.1
C 0.22694 -1.84471 -4.44944 -0.7 0.3 0.5
C 0.65675 -2.23929 -5.82048 0.0 -0.4 -0.6
H 0.38502 -2.59893 -3.67674 0.4 0.6 -0.1
H 1.42058 -1.56199 -6.23604 -0.3 -0.2 0.1
H -0.19179 -2.24162 -6.52341 0.3 0.0 0.1
H 1.07262 -3.25218 -5.81453 0.0 0.2 -0.1
Ti -0.21494 0.25773 2.62326 -0.5 0.8 0.5
Cl 1.23571 2.55510 -0.58894 1.2 -1.0 1.0
C -0.30828 -2.08427 4.02051 1.3 1.0 0.4
O 0.33762 -0.97179 4.02328 -0.7 -2.3 1.4
N 0.30936 -3.24097 4.14542 -0.3 0.3 -0.6
C 1.76144 -3.35295 4.07774 0.3 0.2 0.1
C -0.41666 -4.48204 3.96949 -0.3 -0.3 -0.1
H -1.40437 -2.09408 3.93907 0.3 0.0 0.1
H 2.21795 -2.57864 4.69843 0.0 -0.1 -0.2
H 2.11343 -3.25666 3.03974 -0.2 0.1 0.3
H 2.02012 -4.34465 4.46033 0.1 0.3 0.0
H -1.45812 -4.32604 4.24846 0.0 -0.2 0.0
H 0.04389 -5.23871 4.60655 -0.3 0.0 0.0
H -0.37450 -4.83376 2.93003 0.1 0.2 0.2
H 1.57425 2.54497 6.55928 0.0 -0.2 -0.1
H 0.32474 4.22779 6.65980 -0.1 0.1 -0.2
C 1.48309 2.24981 5.51429 -0.2 -0.3 0.0
C 0.02563 4.33087 5.61477 -0.1 0.5 -0.1
N 0.62259 3.23837 4.85324 0.2 -0.1 -0.8
H 1.04596 1.24466 5.43985 0.1 0.3 0.1
C 0.34959 3.10115 3.56323 -0.1 -2.3 -0.3
O 0.47257 1.95547 2.97745 0.7 4.2 1.7
H -1.07093 4.28949 5.55379 0.3 -0.1 0.1
H -0.00747 3.97061 3.00408 -0.2 -0.2 0.0
H 2.47799 2.24409 5.04601 -0.4 0.0 0.1
H 0.35023 5.30563 5.23302 0.0 -0.2 0.1
H 2.25703 0.27246 -2.41232 0.4 0.0 0.1
H 3.21633 -2.56300 -2.94758 0.2 0.1 0.2
C 3.34441 0.14201 -2.26657 -0.2 0.3 -0.1
C 4.01750 -2.26322 -2.25071 -0.3 0.0 0.2
N 3.64383 -1.06551 -1.51366 0.2 -0.3 0.7
H 3.69557 1.01761 -1.71360 -0.1 -0.1 -0.1
C 3.62075 -1.02930 -0.14024 0.3 0.8 -0.6
O 3.47697 -0.01144 0.51679 0.1 -0.8 -0.2
H 4.19116 -3.08282 -1.53993 0.0 0.2 -0.2
H 3.77453 -2.02477 0.32316 0.0 0.0 -0.1
H 3.82369 0.07703 -3.24875 0.0 0.1 0.2
H 4.93485 -2.09868 -2.83775 -0.2 0.0 0.2
O -0.16807 0.99302 -2.43682 0.7 -3.4 -0.2
C -0.87350 -0.20967 -2.81481 0.0 0.8 0.7
C 0.54338 -1.92042 -1.51552 -0.2 -0.7 0.1
C -0.69579 -1.33017 -1.78935 0.2 0.2 -0.1
H 1.46453 -1.45715 -1.86883 -0.5 -0.2 0.2
C 0.60229 -3.14314 -0.81397 0.2 0.6 -0.5
H -1.95660 0.02073 -2.84973 0.4 0.0 0.1
C -1.83831 -1.89913 -1.23390 -0.1 -0.3 -0.2
H 1.57773 -3.58936 -0.59943 -0.3 0.1 -0.1
C -0.56016 -3.76895 -0.38224 0.1 -0.1 0.0
C -1.77838 -3.13328 -0.58462 -0.2 0.4 0.1
H -2.79176 -1.38311 -1.38304 0.3 -0.3 0.0
H -0.51273 -4.74309 0.11438 0.0 0.3 -0.2
H -2.70511 -3.57875 -0.24323 0.0 -0.1 0.1
Si -0.21068 2.60654 -2.30027 -1.4 4.1 -1.9
Cl 0.59561 -1.03405 1.25030 1.3 -1.8 -2.1
C 0.92682 3.96232 -3.15030 0.5 -0.4 0.1
C -1.10870 3.83642 -1.14681 -0.6 0.2 0.4
C -1.50805 2.82905 -3.83132 -0.3 -0.3 0.1
H 1.95025 3.60962 -3.30307 0.1 0.1 -0.1
H 0.99406 4.83200 -2.48018 0.0 -0.3 0.0
H 0.55137 4.34500 -4.10440 0.0 -0.2 0.1
H -0.94165 3.04995 -4.75577 -0.4 -0.2 0.3
H -2.22489 3.64465 -3.66076 0.3 0.1 -0.1
H -2.14959 1.96853 -4.04723 0.0 0.1 0.1
H -1.61968 3.31639 -0.33987 -0.2 0.0 0.3
H -1.83020 4.45737 -1.67635 -0.2 -0.1 -0.1
H -0.37798 4.51625 -0.68764 -0.1 -0.3 -0.1
O -2.44244 1.02787 -0.43062 -1.4 -0.3 2.1
C -2.83361 0.92099 0.72539 1.3 0.1 -1.9
C -4.24072 0.98432 1.28168 -0.6 0.2 -0.4
C -4.11815 0.78317 2.78800 -0.6 0.0 0.5
C -2.65398 0.62238 2.98150 1.5 0.2 -0.9
O -1.95322 0.42315 4.01677 -1.0 0.4 -0.4
N -1.97749 0.71679 1.80049 -1.1 -0.1 1.1
H -4.66061 1.96243 1.03255 -0.1 -0.2 -0.1
H -4.84556 0.19843 0.81526 0.1 0.3 0.0
H -4.46753 1.64195 3.38166 0.0 -0.3 -0.2
H -4.65322 -0.11772 3.12504 0.2 0.3 0.1
```
Positions in Å, forces in eV/Å.

Expectation value of S²   0.753
Total charge   0
Relative energy (zero: lowest compared OMol25 entry of this formula, charge and spin)   130.3 kcal per mole
2S+1   2
E_HOMO (spin up / spin down)   -6.009 / -6.009 eV

Partial charges, Löwdin, in e:
1 C -0.05
2 C -0.20
3 H 0.07
4 H 0.10
5 H 0.06
6 C -0.11
7 C -0.11
8 H 0.09
9 H 0.09
10 H 0.07
11 H 0.07
12 Ti 0.69
13 Cl 0.24
14 C -0.26
15 O -0.21
16 N -0.15
17 C 0.00
18 C -0.02
19 H 0.16
20 H 0.10
21 H 0.10
22 H 0.09
23 H 0.10
24 H 0.10
25 H 0.10
26 H 0.09
27 H 0.09
28 C 0.01
29 C -0.02
30 N -0.15
31 H 0.09
32 C -0.14
33 O -0.15
34 H 0.10
35 H 0.18
36 H 0.12
37 H 0.10
38 H 0.07
39 H 0.08
40 C -0.05
41 C -0.07
42 N -0.21
43 H 0.08
44 C -0.37
45 O -0.03
46 H 0.08
47 H 0.12
48 H 0.09
49 H 0.09
50 O -0.23
51 C -0.26
52 C -0.13
53 C -0.18
54 H 0.08
55 C -0.16
56 H 0.13
57 C -0.05
58 H 0.10
59 C -0.14
60 C -0.10
61 H 0.11
62 H 0.09
63 H 0.09
64 Si 0.01
65 Cl 0.50
66 C -0.24
67 C -0.29
68 C -0.19
69 H 0.00
70 H 0.01
71 H 0.00
72 H 0.00
73 H 0.00
74 H -0.03
75 H -0.02
76 H 0.01
77 H -0.02
78 O 0.09
79 C -0.42
80 C -0.06
81 C -0.07
82 C -0.46
83 O -0.06
84 N 0.03
85 H 0.13
86 H 0.13
87 H 0.13
88 H 0.13